[1]
This record from the Open Molecules 2025 dataset describes a cluster of 10 separate species, C61H71ClFN9O5 in total in a non-equilibrium geometry. The level of theory is ωB97M-V with the def2-TZVPD basis set.

- LUMO energy: -1.04 eV
- DFT total energy: -103292.1160 eV
- Orbital gap: 6.86 eV
- SMILES: C[C@@H](F)Cc1c(O)c(CCCCl)cc2c1C(=O)c1ccc(CCCCOC=O)cc1C2=O.c1cc[nH]c1.c1cc[nH]c1.c1cc[nH]c1.c1cc[nH]c1.c1cc[nH]c1.c1cc[nH]c1.c1cc[nH]c1.c1cc[nH]c1.c1cc[nH]c1

```
! RIJCOSX wB97M-V def2-TZVPD def2/J DEFGRID3
* xyz 0 1
C 3.165 2.593 2.681
C 2.059 1.813 1.849
F 1.065 2.744 1.424
C 2.772 1.277 0.551
C 2.041 0.055 -0.082
C 0.826 0.164 -0.926
O 0.293 1.453 -1.130
C 0.191 -1.013 -1.537
C -1.060 -0.890 -2.460
C -2.425 -0.628 -1.699
C -3.308 -1.945 -1.856
Cl -2.774 -3.155 -0.592
C 0.730 -2.372 -1.301
C 1.921 -2.460 -0.473
C 2.591 -1.283 0.129
C 3.892 -1.570 0.954
O 4.175 -1.005 1.985
C 4.819 -2.662 0.317
C 6.269 -2.576 0.270
C 6.990 -3.664 -0.404
C 6.332 -4.805 -1.025
C 7.073 -5.961 -1.793
C 8.246 -5.394 -2.708
C 7.861 -5.319 -4.236
C 7.104 -4.010 -4.628
O 7.938 -2.813 -4.537
C 7.147 -1.694 -4.815
O 6.648 -1.502 -5.888
C 4.853 -4.917 -0.954
C 4.151 -3.839 -0.288
C 2.584 -3.858 -0.212
O 1.938 -4.843 0.048
H 2.750 2.911 3.677
H 3.474 3.474 2.067
H 3.998 1.856 2.848
H 1.625 0.965 2.433
H 2.822 2.075 -0.246
H 3.826 1.033 0.824
H 0.772 1.814 -1.897
H -0.859 -0.022 -3.153
H -1.075 -1.799 -3.124
H -2.959 0.178 -2.281
H -2.283 -0.331 -0.634
H -3.176 -2.387 -2.881
H -4.372 -1.656 -1.677
H 0.266 -3.291 -1.732
H 6.778 -1.701 0.731
H 8.107 -3.620 -0.490
H 7.393 -6.801 -1.128
H 6.302 -6.365 -2.516
H 9.167 -6.020 -2.524
H 8.553 -4.348 -2.417
H 8.842 -5.304 -4.799
H 7.247 -6.205 -4.566
H 6.226 -3.846 -3.946
H 6.736 -4.044 -5.696
H 6.925 -0.935 -4.013
H 4.305 -5.782 -1.392
C -2.746 3.969 4.967
C -2.150 5.216 4.655
C -1.244 4.995 3.648
N -1.268 3.662 3.344
C -2.184 3.030 4.139
H -3.503 3.781 5.714
H -2.362 6.170 5.117
H -0.586 5.669 3.123
H -0.698 3.216 2.641
H -2.356 1.969 4.049
C -8.092 4.370 4.830
C -8.346 3.710 3.600
C -7.159 3.668 2.907
N -6.204 4.280 3.671
C -6.762 4.705 4.847
H -8.804 4.573 5.615
H -9.290 3.312 3.260
H -6.915 3.257 1.940
H -5.237 4.399 3.411
H -6.166 5.210 5.591
C -9.319 8.258 0.344
C -10.546 7.627 0.674
C -10.243 6.502 1.400
N -8.881 6.429 1.517
C -8.311 7.497 0.881
H -9.189 9.168 -0.222
H -11.538 7.959 0.410
H -10.876 5.749 1.842
H -8.377 5.699 2.000
H -7.240 7.623 0.864
C -9.251 -0.005 8.559
C -8.415 1.081 8.924
C -8.129 1.779 7.779
N -8.756 1.154 6.735
C -9.446 0.069 7.204
H -9.663 -0.755 9.216
H -8.063 1.323 9.915
H -7.534 2.664 7.617
H -8.716 1.448 5.773
H -10.014 -0.557 6.534
C 3.555 -7.604 -6.904
C 3.213 -8.039 -5.597
C 3.309 -6.952 -4.767
N 3.700 -5.878 -5.522
C 3.847 -6.266 -6.827
H 3.582 -8.204 -7.800
H 2.929 -9.036 -5.300
H 3.135 -6.850 -3.708
H 3.855 -4.948 -5.173
H 4.147 -5.560 -7.584
C 4.804 -11.418 -5.540
C 5.303 -12.562 -4.865
C 6.196 -12.124 -3.922
N 6.258 -10.758 -4.005
C 5.409 -10.320 -4.985
H 4.082 -11.402 -6.342
H 5.037 -13.591 -5.051
H 6.791 -12.663 -3.203
H 6.838 -10.169 -3.433
H 5.310 -9.270 -5.202
C -2.966 9.979 1.412
C -4.188 9.343 1.749
C -3.877 8.218 2.470
N -2.514 8.149 2.577
C -1.952 9.221 1.939
H -2.845 10.890 0.848
H -5.183 9.672 1.494
H -4.505 7.462 2.914
H -2.005 7.421 3.052
H -0.882 9.351 1.914
C 12.862 -2.890 -6.938
C 12.753 -4.245 -7.345
C 11.531 -4.701 -6.921
N 10.900 -3.676 -6.270
C 11.702 -2.568 -6.280
H 13.695 -2.227 -7.108
H 13.487 -4.819 -7.888
H 11.058 -5.665 -7.026
H 9.987 -3.728 -5.849
H 11.380 -1.648 -5.819
C -10.785 8.494 6.540
C -9.585 7.738 6.496
C -9.351 7.422 5.181
N -10.363 7.953 4.433
C -11.239 8.613 5.251
H -11.260 8.906 7.417
H -8.964 7.458 7.332
H -8.556 6.867 4.714
H -10.448 7.871 3.431
H -12.108 9.107 4.846
*
```

[2]
This record from the Open Molecules 2025 dataset describes a structure of composition C61H73Ge2MnN2S4Si2 in a non-equilibrium geometry. The level of theory is ωB97M-V with the def2-TZVPD basis set.

- LUMO energy (alpha / beta): -0.42 / -0.42 eV
- DFT total energy: -270880.3285 eV
- Orbital gap (alpha / beta): 7.29 / 7.39 eV
- ⟨S²⟩: 6.13

```
! RIJCOSX wB97M-V def2-TZVPD def2/J DEFGRID3
* xyz 0 5
Mn -0.253 -0.494 0.674
C 3.316 0.418 2.817
Si 3.163 -0.823 1.392
C 4.892 -1.006 0.632
C 2.680 -2.539 2.030
C 1.858 -0.251 0.127
C 1.514 1.184 0.188
C 2.358 2.293 0.166
C 1.797 3.556 0.150
C 0.412 3.701 0.171
C -0.370 2.567 0.228
N 0.178 1.354 0.248
Si 2.118 -0.740 -1.687
C 3.676 0.033 -2.430
C 2.285 -2.616 -1.841
C 0.614 -0.130 -2.666
H 3.227 -0.104 3.771
H 2.517 1.160 2.792
H 4.274 0.944 2.800
H 5.608 -1.203 1.433
H 5.220 -0.105 0.111
H 4.942 -1.841 -0.070
H 3.217 -2.775 2.952
H 2.905 -3.320 1.299
H 1.613 -2.574 2.249
H 3.430 2.142 0.130
H 2.427 4.436 0.113
H -0.053 4.675 0.142
H -1.450 2.629 0.268
H 4.577 -0.391 -1.985
H 3.710 1.117 -2.303
H 3.711 -0.175 -3.503
H 2.967 -3.012 -1.085
H 2.671 -2.886 -2.826
H 1.320 -3.102 -1.710
H 0.652 0.950 -2.828
H -0.307 -0.351 -2.120
H 0.541 -0.611 -3.644
C -6.891 -5.189 4.126
C -6.740 -3.847 3.463
C -6.315 -3.743 2.145
C -6.226 -2.514 1.500
C -5.801 -2.447 0.056
C -6.564 -1.352 2.202
C -6.974 -1.434 3.537
C -7.339 -0.198 4.318
C -7.057 -2.679 4.145
C -6.660 -0.047 1.484
C -7.952 0.353 1.135
C -8.173 1.517 0.421
C -7.097 2.304 0.051
C -5.800 1.937 0.396
C -5.579 0.756 1.116
Ge -3.711 0.314 1.624
S -2.493 -0.393 -0.074
S -3.552 -1.144 3.356
Ge -1.869 0.262 3.960
S -0.018 -0.386 2.986
S -2.700 2.007 2.751
C -1.577 0.568 5.904
C -1.167 1.823 6.368
C -0.931 2.000 7.728
C -1.080 0.946 8.614
C -1.444 -0.305 8.145
C -1.692 -0.509 6.790
C -2.045 -1.877 6.317
C -1.064 -2.729 5.806
C 0.391 -2.340 5.751
C -1.441 -3.995 5.361
C -2.751 -4.433 5.439
C -3.153 -5.789 4.926
C -3.706 -3.582 5.988
C -3.378 -2.308 6.416
C -4.441 -1.386 6.948
C -0.888 2.942 5.423
C 0.385 3.033 4.843
C 1.453 2.030 5.187
C 0.645 4.066 3.951
C -0.318 5.019 3.641
C -0.006 6.154 2.704
C -1.559 4.930 4.255
C -1.858 3.910 5.149
C -3.184 3.873 5.859
C -4.687 2.832 -0.043
C -4.014 2.587 -1.248
C -4.362 1.413 -2.126
C -3.051 3.495 -1.676
C -2.753 4.639 -0.949
C -1.767 5.643 -1.487
C -3.427 4.862 0.246
C -4.405 3.987 0.701
C -5.194 4.305 1.942
H -6.378 -5.967 3.560
H -7.945 -5.467 4.199
H -6.486 -5.179 5.139
H -6.067 -4.643 1.592
H -5.789 -3.442 -0.389
H -4.799 -2.021 -0.036
H -6.478 -1.815 -0.521
H -6.818 0.679 3.937
H -7.087 -0.325 5.370
H -8.413 -0.003 4.251
H -7.392 -2.735 5.177
H -8.782 -0.281 1.424
H -9.180 1.800 0.141
H -7.248 3.215 -0.516
H -0.617 2.975 8.082
H -0.881 1.095 9.668
H -1.514 -1.152 8.817
H 0.540 -1.287 5.980
H 0.797 -2.529 4.757
H 0.965 -2.932 6.469
H -0.683 -4.646 4.937
H -2.280 -6.399 4.699
H -3.748 -5.683 4.015
H -3.765 -6.316 5.659
H -4.738 -3.911 6.049
H -5.410 -1.884 6.953
H -4.516 -0.499 6.313
H -4.208 -1.050 7.959
H 1.149 1.029 4.867
H 1.614 1.993 6.265
H 2.395 2.276 4.699
H 1.629 4.132 3.496
H 0.784 5.880 2.005
H 0.331 7.030 3.264
H -0.890 6.452 2.137
H -2.317 5.675 4.034
H -3.893 4.560 5.399
H -3.049 4.156 6.906
H -3.613 2.870 5.846
H -4.941 0.667 -1.587
H -3.463 0.934 -2.510
H -4.957 1.756 -2.977
H -2.531 3.311 -2.611
H -0.894 5.148 -1.913
H -1.440 6.336 -0.710
H -2.232 6.231 -2.281
H -3.200 5.750 0.827
H -4.772 5.164 2.464
H -5.206 3.456 2.626
H -6.231 4.532 1.684
N -0.584 -3.452 0.080
C -0.414 -2.339 0.340
H -1.022 -4.346 -0.028
*
```

[3]
This record from the Open Molecules 2025 dataset describes a cluster of 12 separate species, C61H75BrF10N15O4 in total in a non-equilibrium geometry. The level of theory is ωB97M-V with the def2-TZVPD basis set.

- LUMO energy: -4.25 eV
- Energy relative to the best compared isomer or geometry (same formula, charge and spin): 28.0 kcal/mol
- DFT total energy: -192222.3668 eV
- Orbital gap: 4.90 eV

```
! RIJCOSX wB97M-V def2-TZVPD def2/J DEFGRID3
* xyz 1 1
C 6.664 -0.175 1.780
C 6.447 -1.670 2.199
C 6.040 -2.540 0.972
C 4.616 -2.232 0.441
O 3.688 -1.833 1.481
C 2.339 -2.107 1.164
C 1.823 -1.701 -0.246
C 0.524 -0.844 -0.273
C 0.751 0.693 -0.139
F 2.086 1.070 -0.240
N 1.661 -1.212 2.180
C 1.976 -1.816 3.390
N 2.116 -1.221 4.547
C 1.918 0.208 4.686
F 2.117 0.524 5.955
F 0.704 0.568 4.338
F 2.823 0.858 3.966
N 2.125 -3.195 3.200
C 1.563 -4.059 4.218
F 0.528 -3.515 4.891
F 1.193 -5.245 3.755
C 2.704 -4.332 5.327
F 3.095 -5.587 5.250
F 3.779 -3.564 5.128
F 2.225 -4.088 6.539
C 1.838 -3.462 1.787
C 2.418 -4.712 1.067
C 3.794 -5.174 1.560
O 4.383 -4.774 2.474
Br 4.626 -6.624 0.510
C 0.294 -3.555 1.458
O -0.093 -4.079 0.483
N -0.653 -2.978 2.370
C -1.978 -3.472 2.182
O -2.722 -3.058 1.422
F -2.342 -4.453 3.010
H 7.010 0.391 2.668
H 5.755 0.292 1.363
H 7.518 -0.153 1.075
H 7.448 -2.027 2.513
H 5.758 -1.766 3.056
H 6.225 -3.611 1.163
H 6.744 -2.258 0.161
H 4.256 -3.080 -0.177
H 4.720 -1.369 -0.250
H 2.572 -1.185 -0.867
H 1.584 -2.644 -0.781
H -0.248 -1.138 0.456
H 0.064 -1.014 -1.284
H 0.351 1.023 0.843
H 0.158 1.245 -0.893
H 2.243 -0.364 2.082
H 2.356 -1.728 5.399
H 1.750 -5.593 1.092
H 2.524 -4.452 -0.004
H -0.667 -1.960 2.352
N -4.129 -7.289 5.390
C -5.324 -7.345 6.058
C -5.841 -6.076 6.104
C -4.926 -5.223 5.436
C -3.882 -6.000 5.004
H -3.527 -8.073 5.211
H -5.701 -8.280 6.441
H -6.773 -5.793 6.566
H -5.024 -4.159 5.287
H -2.993 -5.750 4.462
N -1.854 -2.039 -3.177
C -1.982 -2.844 -4.277
C -1.754 -2.079 -5.391
C -1.471 -0.761 -4.948
C -1.536 -0.767 -3.580
H -1.974 -2.336 -2.224
H -2.226 -3.888 -4.172
H -1.785 -2.426 -6.411
H -1.245 0.094 -5.562
H -1.387 0.023 -2.860
N 3.299 3.356 6.977
C 3.884 3.626 8.187
C 4.318 4.924 8.164
C 3.979 5.463 6.895
C 3.350 4.475 6.186
H 2.896 2.477 6.712
H 3.941 2.872 8.955
H 4.822 5.433 8.970
H 4.174 6.463 6.544
H 2.936 4.469 5.191
N -0.356 2.641 -6.696
C 0.197 2.915 -5.473
C 0.644 4.208 -5.491
C 0.345 4.738 -6.773
C -0.274 3.749 -7.492
H -0.760 1.763 -6.967
H 0.225 2.166 -4.698
H 1.130 4.719 -4.675
H 0.557 5.732 -7.127
H -0.660 3.738 -8.498
N 3.420 5.793 -8.190
C 4.278 6.861 -8.201
C 5.256 6.606 -9.125
C 4.976 5.338 -9.699
C 3.836 4.863 -9.104
H 2.608 5.706 -7.603
H 4.118 7.706 -7.551
H 6.081 7.257 -9.365
H 5.545 4.832 -10.461
H 3.287 3.947 -9.250
N -4.476 0.963 -3.518
C -5.167 1.424 -4.606
C -6.121 2.300 -4.160
C -5.997 2.376 -2.750
C -4.973 1.542 -2.383
H -3.718 0.301 -3.549
H -4.921 1.088 -5.600
H -6.828 2.830 -4.778
H -6.592 2.975 -2.080
H -4.557 1.312 -1.416
N -0.213 8.127 -8.185
C -0.904 8.594 -9.271
C -1.861 9.463 -8.818
C -1.741 9.527 -7.405
C -0.714 8.695 -7.045
H 0.545 7.471 -8.221
H -0.655 8.267 -10.267
H -2.569 9.995 -9.433
H -2.339 10.118 -6.730
H -0.299 8.457 -6.079
N -6.998 5.350 -0.024
C -7.388 6.487 0.631
C -6.262 7.114 1.096
C -5.148 6.327 0.701
C -5.634 5.248 0.011
H -7.617 4.693 -0.463
H -8.430 6.750 0.710
H -6.239 8.036 1.654
H -4.108 6.530 0.901
H -5.128 4.419 -0.457
N 5.820 -9.213 5.978
C 5.968 -10.349 5.231
C 5.157 -10.241 4.133
C 4.496 -8.987 4.217
C 4.929 -8.375 5.366
H 6.294 -9.023 6.843
H 6.635 -11.134 5.545
H 5.049 -10.978 3.354
H 3.786 -8.581 3.514
H 4.680 -7.421 5.799
N -1.240 7.790 0.204
C -1.380 6.975 -0.887
C -1.154 7.728 -2.008
C -0.861 9.049 -1.577
C -0.919 9.055 -0.209
H -1.355 7.505 1.160
H -1.629 5.933 -0.771
H -1.194 7.372 -3.025
H -0.633 9.898 -2.201
H -0.762 9.847 0.505
N -6.868 -8.439 3.335
C -6.746 -9.580 2.590
C -7.616 -9.490 1.534
C -8.285 -8.244 1.644
C -7.799 -7.618 2.764
H -6.351 -8.234 4.175
H -6.054 -10.356 2.875
H -7.756 -10.236 0.767
H -9.036 -7.850 0.978
H -8.036 -6.662 3.202
*
```